(1)
Density functional theory data (the ωB97M-V functional and the def2-TZVPD basis) for C35H30CrNO7 as an isolated structure at a distorted geometry.

```
74
Properties=species:S:1:pos:R:3:forces:R:3
H 4.89486 7.30765 7.37929 0.46 1.06 1.03
C 5.34791 9.42937 10.17296 -0.18 -0.40 -1.93
H 4.99387 8.57557 10.73170 -0.01 0.15 0.51
C 6.68455 9.43839 9.72971 -0.09 0.14 -0.04
C 7.67617 8.32663 9.97573 0.98 -1.44 0.46
O 8.86467 8.42232 9.71462 -1.72 0.45 0.18
O 7.09560 7.19003 10.44958 0.79 1.50 -0.23
C 8.08993 6.28005 11.04260 0.36 -0.25 0.27
C 7.46988 4.93925 11.33711 -0.15 -0.06 -0.08
C 7.09720 10.40670 8.83345 -0.93 0.30 -1.09
N 6.15635 11.23727 8.28548 -0.39 -0.55 1.08
C 4.81866 11.16176 8.56476 1.31 -0.31 -0.60
C 4.40364 10.23705 9.49739 0.05 -0.22 0.21
C 2.90791 10.03751 9.54923 -1.85 -0.43 0.01
O 2.11951 10.78052 8.99330 1.55 -0.64 0.77
O 2.54310 8.92155 10.22876 0.40 1.50 -0.29
C 1.14335 8.97558 10.70022 -0.01 0.15 -0.06
C 0.83777 7.65952 11.35129 -0.04 -0.15 0.02
H 8.94506 6.16514 10.35767 -0.43 0.24 0.30
H 8.42154 6.77216 11.97226 0.01 -0.16 -0.43
H 8.20155 4.34743 11.89804 -0.11 0.11 -0.08
H 6.56526 5.02643 11.94633 0.13 -0.01 -0.13
H 7.23923 4.39601 10.41523 -0.09 0.11 0.15
H 8.08420 10.41697 8.35337 -0.32 0.15 0.63
H 6.45190 11.92861 7.61746 0.17 0.17 -0.26
H 4.13583 11.70742 7.90399 0.22 0.01 0.59
H 1.11273 9.80992 11.41626 -0.12 -0.24 -0.25
H 0.47390 9.19145 9.85572 0.38 -0.04 0.25
H -0.12580 7.74095 11.85422 0.01 -0.06 0.02
H 0.76832 6.85341 10.61776 0.05 0.05 0.04
H 1.59346 7.40070 12.09537 -0.07 0.02 -0.01
O 9.92623 9.34047 6.19474 -1.24 -2.99 -1.84
C 9.56399 8.37234 5.65528 1.55 4.48 2.27
Cr 9.05095 6.69035 4.96195 -0.49 2.43 1.79
C 8.50190 6.29294 6.71665 -1.78 -1.42 5.09
O 8.20756 6.00618 7.80667 0.89 0.91 -3.50
C 10.71216 6.06235 5.64215 7.43 -3.08 2.47
O 11.65978 5.74240 6.23759 -3.43 1.31 -1.62
C 9.50473 6.25900 2.85770 0.10 -1.33 -1.38
C 8.80482 7.45879 2.94391 0.18 0.99 -0.17
C 7.59924 7.53927 3.66616 -2.16 0.07 -0.67
C 7.03733 6.37947 4.25002 -1.90 0.30 -0.26
C 5.85526 6.39257 5.11332 -0.49 -0.50 -0.17
C 4.91541 6.24003 5.88455 1.63 0.45 -0.83
C 4.17595 6.56131 7.12669 -0.06 -0.48 0.36
C 4.23997 5.51674 8.24852 0.40 -0.44 -0.26
C 4.84419 4.27980 8.00189 -0.39 -0.24 0.16
C 4.84062 3.26533 8.97139 -0.01 0.32 -0.08
C 4.28681 3.51456 10.22890 0.28 0.21 0.01
C 3.81004 4.79850 10.53246 0.18 0.01 -0.35
C 3.79484 5.79733 9.54884 -0.11 -0.09 0.10
C 2.87715 7.31997 6.93160 -0.54 0.17 -0.22
C 2.90426 8.42676 6.07277 -0.26 -0.03 0.05
C 1.74482 9.15839 5.81339 0.16 -0.03 0.10
C 0.55264 8.83306 6.46708 0.19 0.05 0.28
C 0.54198 7.77999 7.38582 0.11 0.16 -0.24
C 1.68593 7.00126 7.58745 -0.01 -0.02 -0.14
C 7.78608 5.17870 4.17970 -0.85 -0.96 0.50
C 8.98205 5.11490 3.46549 0.26 -0.89 -1.73
H 10.45352 6.21167 2.33083 -0.16 0.04 0.07
H 9.19715 8.35097 2.45726 -0.07 -0.19 0.23
H 7.07740 8.49849 3.78389 0.30 -0.50 -0.15
H 5.28676 4.09253 7.02158 -0.22 -0.07 0.24
H 5.27402 2.28950 8.72793 -0.20 0.39 0.17
H 4.30016 2.73396 10.99444 -0.10 0.28 -0.29
H 3.46118 5.02920 11.54283 0.05 -0.11 -0.37
H 3.41311 6.79530 9.79813 0.06 -0.47 -0.14
H 3.85027 8.68714 5.58765 -0.34 -0.03 0.01
H 1.78561 9.99672 5.11521 -0.09 -0.26 0.21
H -0.34603 9.43146 6.29916 0.31 -0.25 0.03
H -0.36167 7.56836 7.95822 0.17 -0.08 -0.28
H 1.63307 6.13672 8.24965 0.05 0.27 -0.17
H 7.38750 4.30686 4.70929 0.22 0.29 -0.39
H 9.51083 4.16830 3.41090 0.01 0.16 0.05
```
Forces are in eV/Å.

As for the multiplicity: 4. The calculation puts the orbital gap (spin up / spin down) at 5.44 / 5.57 eV. Its HOMO energy (spin up / spin down) is -0.45560 / -0.49480 hartree. Its net charge is +2. Its LUMO energy (spin up / spin down) is -0.256 / -0.290 Eh. The total energy comes out at -81006.561 eV.

(2)
Density functional theory data (the ωB97M-V functional and the def2-TZVPD basis) for C42H108CrN9O15 as an isolated structure at a distorted geometry.

```
175
Properties=species:S:1:pos:R:3:forces:R:3
Cr -0.33259 3.42237 -0.04909 1.86 -2.50 0.27
C -0.29654 -0.64775 -0.42749 0.13 -0.08 0.63
C -0.37694 0.79467 -0.04108 -1.38 1.50 -2.00
O -1.37594 1.50428 -0.37064 -0.92 0.05 -0.20
O 0.56961 1.47371 0.40608 1.94 0.44 1.03
H 0.48589 -0.77998 -1.17827 0.29 0.18 0.43
H -1.19684 -1.02774 -0.90491 -0.37 0.26 0.44
H -0.03530 -1.19872 0.47993 0.01 -0.36 -0.20
C -0.19540 4.09295 -4.08032 -0.31 -0.05 -1.17
C -0.33614 3.88431 -2.63003 -0.43 -0.50 2.45
O -1.30920 4.23340 -1.92455 -1.21 0.90 -1.14
O 0.54194 3.27917 -1.94375 1.70 -0.89 0.22
H -0.48496 5.10769 -4.35075 -0.15 -0.07 0.00
H -0.86730 3.38833 -4.57992 -0.28 0.23 0.08
H 0.77103 3.87124 -4.52886 0.27 0.08 0.61
C -2.78469 4.28812 3.08395 1.06 0.82 0.63
C -1.83956 4.03194 1.95134 0.23 -1.44 -1.41
O -2.23732 3.97768 0.77346 -2.36 1.29 -0.88
O -0.63203 3.65557 2.03953 1.38 0.20 1.33
H -3.10423 5.33150 3.07271 -0.46 -0.14 -0.50
H -2.26449 4.24743 4.04316 -0.02 -0.59 -0.04
H -3.60686 3.58363 3.01706 -0.12 0.14 0.08
C 0.39589 -1.15497 -3.96403 0.01 0.18 -0.75
C 1.86608 -1.21481 -3.65717 1.20 0.85 0.48
C 2.84099 -0.78302 -4.78444 -0.34 -0.80 1.10
O 2.64696 -1.60398 -5.91458 -0.45 0.50 -0.51
C 3.23454 -1.02013 -7.06444 0.90 -0.77 0.04
N 2.08019 -0.39716 -2.46592 -0.39 0.46 0.44
H -0.15470 -1.74654 -3.23253 -0.01 0.60 0.17
H 0.18594 -1.59055 -4.94626 0.37 0.71 -0.04
H 0.01583 -0.13440 -4.03379 0.07 0.12 0.33
H 2.15300 -2.21836 -3.32392 -0.10 -0.10 -0.60
H 3.82782 -0.93675 -4.32996 0.25 -0.02 -0.33
H 2.79285 0.29265 -4.98538 -0.44 0.00 -0.25
H 4.31995 -1.16036 -6.96654 0.10 0.75 0.01
H 2.93075 0.01996 -7.18620 0.18 0.08 0.01
H 3.03235 -1.56962 -7.98546 -0.71 -0.17 0.29
H 1.55923 0.47233 -2.51220 0.19 0.10 -0.05
H 3.02786 -0.19589 -2.15344 -0.09 -0.18 -0.78
C 5.01306 1.78493 -0.52896 1.01 1.36 1.03
C 5.24474 0.30972 -0.61863 -0.59 -0.62 0.73
C 4.24626 -0.47795 0.23243 -0.73 -0.27 -0.86
O 4.41511 -0.21040 1.59411 0.47 0.37 0.30
C 3.72587 -1.10179 2.43565 -1.00 -1.07 -0.65
N 5.11679 -0.12973 -2.02318 0.42 -0.36 0.67
H 5.87035 2.31780 -0.95551 -0.37 0.04 -0.64
H 5.05712 2.19116 0.48924 -0.08 -0.63 0.28
H 4.06000 2.15088 -0.89352 -0.10 -0.30 -0.66
H 6.21373 0.02444 -0.19304 0.18 0.36 -0.08
H 4.34842 -1.54870 -0.00159 0.30 -0.11 0.31
H 3.21495 -0.25732 -0.08211 -0.05 0.24 0.15
H 4.09212 -2.12546 2.29012 0.45 0.06 0.41
H 2.66810 -1.22302 2.15771 -0.08 0.49 -0.05
H 3.73084 -0.78674 3.47498 0.45 0.11 -0.04
H 5.99995 0.10152 -2.46901 -0.19 0.04 -0.30
H 5.09749 -1.14874 -1.98005 0.07 0.02 -0.33
C 4.56108 2.20097 4.01293 0.53 -1.10 0.47
C 3.04577 2.19193 4.02854 -0.78 -2.04 0.48
C 2.31072 3.27848 4.79749 0.23 1.32 -1.48
O 2.74328 3.36787 6.12702 -0.31 -0.77 0.11
C 1.89995 4.18659 6.92102 0.63 0.08 -0.04
N 2.55461 1.94320 2.66106 0.12 1.05 -0.97
H 4.84944 1.30747 3.45198 0.14 0.39 -0.56
H 5.03087 1.93270 4.96356 -0.46 0.61 0.37
H 5.07815 3.07849 3.62829 -0.32 0.13 -0.20
H 2.69254 1.29274 4.55685 0.73 -0.12 0.57
H 1.23065 3.12310 4.69003 -0.05 -0.25 0.29
H 2.48015 4.25017 4.30041 0.08 0.10 -0.06
H 1.89708 3.80107 7.93990 -0.07 -0.12 -0.05
H 0.88594 4.20875 6.51940 -0.06 0.08 0.10
H 2.33717 5.18913 6.95741 -0.32 0.17 -0.07
H 3.15926 1.32512 2.11671 0.37 0.42 0.51
H 1.66243 1.47611 2.55871 -0.26 0.46 0.48
C -7.28239 0.27242 -4.70815 0.73 -0.67 -0.53
C -7.09604 1.28154 -3.56786 -0.97 -0.72 -0.77
C -5.70295 1.24331 -3.00419 0.60 0.64 1.26
O -5.76555 1.86919 -1.72678 -0.57 -0.33 0.43
C -4.52874 1.96520 -1.04922 0.23 0.69 -0.48
N -7.50306 2.60902 -4.03356 0.02 0.86 0.50
H -7.95605 0.59752 -5.49771 -0.10 0.39 0.23
H -7.64512 -0.71038 -4.39560 0.07 0.11 0.34
H -6.32132 0.07191 -5.19799 -0.02 0.07 -0.07
H -7.81146 0.98608 -2.79691 0.24 0.10 0.23
H -5.01599 1.81811 -3.64292 0.00 -0.04 -0.23
H -5.24663 0.25944 -2.85232 -0.36 -0.32 -0.35
H -4.64921 2.30145 -0.01973 -0.49 0.02 -0.07
H -3.97743 2.76050 -1.56177 0.65 -0.30 0.17
H -3.96823 1.02808 -0.99745 0.02 -0.04 -0.35
H -6.71083 3.24112 -4.12113 0.17 -0.30 -0.23
H -8.03453 3.06616 -3.29896 -0.13 -0.14 -0.06
C 0.91411 -4.18636 5.40562 0.19 -0.26 0.81
C 1.33306 -4.25163 3.95454 -0.50 0.10 -0.22
C 1.03711 -5.63403 3.33119 1.18 0.72 -1.30
O 1.96903 -6.59812 3.77872 -0.87 -0.71 0.93
C 3.13212 -6.71386 2.98939 -0.68 0.59 0.03
N 0.70906 -3.18171 3.15942 0.66 0.02 0.92
H 1.38951 -3.35513 5.93015 -0.31 0.32 -0.24
H 1.29427 -5.05172 5.95627 -0.07 -0.21 -0.28
H -0.16565 -4.16755 5.57221 -0.04 0.14 -0.19
H 2.40607 -4.04898 4.00536 0.17 -0.37 -0.54
H 1.12876 -5.59369 2.23561 0.30 0.47 -0.06
H -0.02488 -5.89381 3.37343 0.10 -0.48 1.06
H 2.85829 -7.09392 1.99909 0.26 -0.08 -0.05
H 3.80168 -7.39102 3.51220 0.06 -0.02 -0.12
H 3.58477 -5.72044 2.88711 0.29 -0.15 -0.15
H -0.26982 -3.13433 3.40913 -0.12 0.09 -0.37
H 0.83646 -3.37845 2.17528 -0.52 0.02 0.09
C -2.77372 -2.41769 -5.02905 -2.06 -0.40 0.85
C -2.12073 -3.27577 -3.91253 1.50 0.02 -2.00
C -2.94317 -4.48784 -3.53705 -0.67 1.05 0.54
O -4.18908 -3.91520 -3.10581 0.25 -0.92 0.63
C -4.80364 -4.69000 -2.06736 -0.19 0.01 -1.65
N -0.75629 -3.68850 -4.32141 -0.25 -0.23 0.28
H -2.35532 -2.46511 -6.03058 0.62 0.21 0.25
H -2.98414 -1.41942 -4.64155 0.63 0.32 -0.46
H -3.80801 -2.75890 -5.16826 0.04 -0.20 -0.04
H -1.98586 -2.61706 -3.05442 -0.23 -0.29 0.31
H -2.49757 -5.03126 -2.70055 0.22 -0.03 -0.11
H -3.09384 -5.17964 -4.37357 0.01 0.06 -0.05
H -4.11996 -4.90363 -1.24557 -0.12 0.43 0.30
H -5.10312 -5.66021 -2.48102 -0.06 -0.09 0.07
H -5.71305 -4.13696 -1.84828 0.12 -0.09 0.67
H -0.23654 -2.85361 -4.57310 -0.51 -1.22 -0.06
H -0.74369 -4.28370 -5.14054 -0.31 -0.18 0.05
C -4.63615 0.60140 3.33476 -0.58 -0.19 0.49
C -3.65392 -0.53868 3.03656 -1.15 -0.13 0.01
C -2.18487 -0.12883 2.93994 -0.90 0.14 -1.02
O -1.65465 0.10445 4.20871 0.47 0.01 -0.06
C -0.53634 0.99538 4.18504 -0.98 -0.15 0.44
N -3.87928 -1.64419 3.97782 0.41 -0.07 0.10
H -5.68884 0.31228 3.24646 0.21 -0.67 -0.19
H -4.58551 1.42650 2.62262 0.60 0.21 0.30
H -4.59682 0.88173 4.39091 0.49 0.57 -0.16
H -4.02397 -0.93525 2.08528 0.64 0.05 -0.31
H -2.14708 0.75867 2.29120 0.22 0.11 0.13
H -1.65346 -0.92950 2.40206 0.26 -0.02 0.21
H 0.15326 0.82789 3.35974 -0.08 -0.41 -0.04
H -0.05758 0.84251 5.14897 0.28 0.24 -0.05
H -0.93057 2.00704 4.07837 0.28 0.20 0.07
H -3.50959 -1.38676 4.89062 -0.09 0.14 -0.02
H -3.26508 -2.39895 3.67821 -0.18 -0.14 0.08
C 2.21867 -3.43454 -0.45417 -0.38 0.16 1.18
C 1.25630 -4.52614 -0.93588 -0.86 1.29 -0.69
C -0.23075 -4.26661 -0.66627 0.63 1.53 0.17
O -0.46855 -4.09113 0.72643 -0.64 -0.67 -0.51
C -1.80454 -3.70149 0.97673 -0.34 -0.08 0.67
N 1.35622 -4.48913 -2.40329 0.52 -1.58 0.38
H 2.12364 -3.15497 0.60362 0.27 -0.48 0.09
H 2.08532 -2.46822 -0.94647 -0.20 -0.24 -0.46
H 3.22497 -3.80111 -0.66373 0.15 0.16 0.20
H 1.49053 -5.48928 -0.47496 0.34 -0.12 -0.43
H -0.89676 -4.97996 -1.15386 0.15 -0.43 0.30
H -0.43942 -3.29908 -1.14677 -0.18 0.03 -0.14
H -2.01414 -3.78786 2.04512 0.44 0.23 0.14
H -2.58333 -4.35358 0.56806 0.36 -0.15 -0.63
H -1.99009 -2.67182 0.66523 -0.03 0.03 -0.13
H 0.85538 -3.71130 -2.82003 -0.08 -0.35 0.17
H 2.33987 -4.42167 -2.62817 -0.03 0.02 -0.35
C 3.61085 5.45123 1.27732 -1.46 0.89 0.51
C 2.08706 5.28904 1.09342 0.72 -0.26 -1.23
C 1.45932 6.24745 0.12785 -0.56 1.09 -0.37
O 0.08579 5.90941 -0.00984 -0.61 -0.29 0.64
C -0.61659 6.72195 -0.92378 0.11 0.38 -1.15
N 1.83168 3.94661 0.54431 -0.41 -0.59 1.35
H 3.83765 4.79655 2.11712 0.66 -0.26 -0.36
H 3.82448 6.47140 1.60806 0.19 -0.01 -0.12
H 4.10501 5.25333 0.33007 0.35 -0.24 0.18
H 1.58929 5.35554 2.06263 -0.14 -0.06 -0.10
H 1.89557 6.22076 -0.88106 0.38 -0.16 0.16
H 1.51169 7.28515 0.48378 0.16 -0.05 0.02
H -0.36430 6.39810 -1.93809 0.10 0.30 -0.03
H -0.38233 7.78585 -0.83741 0.27 0.00 0.35
H -1.69874 6.62846 -0.87496 0.10 -0.46 0.60
H 2.18124 3.36367 1.33064 -0.95 -0.70 -0.09
H 2.49705 3.64958 -0.16201 -0.09 0.64 -0.63
```
Forces are in eV/Å.

As for the multiplicity: 4. The calculation puts the orbital gap (spin up / spin down) at 8.19 / 9.00 eV. Its HOMO energy (spin up / spin down) is -0.31870 / -0.31875 hartree. Its LUMO energy (spin up / spin down) is -0.018 / 0.012 Eh. The total energy comes out at -117847.070 eV.